## 1
2 unconnected molecules or ions with the total composition C4H15N2O. Source: the OMol25 dataset; level of theory: the ωB97M-V functional and the def2-TZVPD basis.

XYZ file:
```
22
Properties=species:S:1:pos:R:3
C -0.6726 0.7214 -0.8809
N -1.5261 0.0386 0.0509
C -2.0457 0.8865 1.1385
C 0.7137 0.0109 -1.1581
N 0.9072 -1.0841 -0.1248
C 0.5104 -2.5267 -0.6139
H -1.2498 0.7244 -1.7986
H -0.5229 1.7363 -0.6424
H -2.2976 -0.3764 -0.4809
H -1.2052 1.0704 1.8386
H -2.2733 1.9124 0.5940
H -2.8339 0.3771 1.6316
H 0.7608 -0.5192 -2.0932
H 1.3657 0.9000 -1.1983
H -0.8817 -0.7707 0.2977
H 1.8531 -1.0611 0.2347
H -0.6385 -2.5998 -0.6655
H 0.8094 -2.5915 -1.7040
H 0.9353 -3.2939 0.0897
H 2.5177 2.2313 0.9089
H 2.0970 1.7431 2.1950
O 1.8577 1.6604 1.2996
```

The HOMO-LUMO gap (spin up / spin down) comes out at 0.43814 / 0.22493 Eh. Its total charge is +2. Its spin multiplicity is 2. As for the HOMO energy (spin up / spin down): -19.0 / -19.0 eV.

## 2
2 unconnected molecules or ions with the total composition C4H15N2O. Source: the OMol25 dataset; level of theory: the ωB97M-V functional and the def2-TZVPD basis.

XYZ file:
```
22
Properties=species:S:1:pos:R:3
N -1.3796 1.6503 -0.8860
C -0.2762 1.6285 0.0983
C 0.7995 0.5880 -0.3031
N 0.1228 -0.7223 -0.6883
C -0.0861 -1.8040 0.3267
C 0.4882 -1.3239 -1.9987
H -1.2213 2.4213 -1.5490
H -2.2718 1.7105 -0.3611
H -0.8336 -0.3904 -0.8911
H -0.5872 1.3700 1.1537
H 0.2340 2.5922 0.1310
H 1.5677 0.3521 0.4986
H 1.4039 0.8734 -1.1780
H -0.0764 -1.3676 1.3437
H 0.6875 -2.5725 0.2786
H -1.0290 -2.3358 0.2368
H 1.5911 -1.3253 -1.9761
H 0.2836 -0.7685 -2.9216
H 0.1957 -2.3883 -2.0434
H -0.6492 0.5567 3.6005
H 0.8086 0.7547 3.9292
O 0.2279 0.5010 3.1993
```

The HOMO-LUMO gap (spin up / spin down) comes out at 0.40983 / 0.17464 Eh. Its total charge is +2. Its spin multiplicity is 2. As for the HOMO energy (spin up / spin down): -18.6 / -18.6 eV.

Least stable of them? 1.

## 1
8 unconnected molecules or ions with the total composition C4H26N2O7. Source: the OMol25 dataset; level of theory: the ωB97M-V functional and the def2-TZVPD basis.

XYZ file:
```
39
Properties=species:S:1:pos:R:3
C -2.1473 -1.2218 -0.7576
N -0.7003 -1.4561 -1.0013
C -0.1034 -0.5181 -1.9351
C 1.3986 -0.5952 -2.2064
C 2.3339 -0.6307 -0.9886
N 2.6300 0.6697 -0.4320
H -2.3798 -0.9831 0.2735
H -2.6844 -2.1102 -1.0693
H -2.5379 -0.5067 -1.4977
H -0.3490 -1.2915 -0.0688
H -0.3257 0.5315 -1.6627
H -0.6515 -0.6212 -2.8831
H 1.5709 -1.5410 -2.7476
H 1.6259 0.1701 -2.9446
H 1.9542 -1.3320 -0.2442
H 3.2349 -0.9897 -1.5010
H 1.8484 1.1508 -0.0074
H 3.3741 0.6953 0.2581
O 0.1163 2.7856 -2.3291
H -0.0931 3.4402 -1.6813
H 1.0293 3.0253 -2.5803
O 1.2520 -3.6024 1.0890
H 1.9707 -3.1243 0.6868
H 0.5655 -3.4986 0.4134
O -1.8703 0.0734 3.1691
H -2.1070 -0.8262 3.3800
H -0.9829 -0.0057 2.7491
O 0.4049 -0.9292 1.7992
H 0.6975 -1.8757 1.8588
H 1.0544 -0.2473 1.5922
O 1.1629 1.6255 1.9915
H 0.4033 1.9229 1.4566
H 1.1547 2.0869 2.8063
O -3.2864 1.3267 1.3127
H -3.4988 2.2204 1.6076
H -2.9190 0.8727 2.1052
O -0.8045 2.0216 0.1624
H -0.5810 1.3910 -0.5398
H -1.7600 1.8974 0.3665
```

The HOMO-LUMO gap comes out at 0.33892 Eh. Its total charge is 0. As for the structure (SMILES): CNCCCN.O.O.O.O.O.O.O. As for the HOMO energy: -8.8 eV.

## 2
8 unconnected molecules or ions with the total composition C4H26N2O7. Source: the OMol25 dataset; level of theory: the ωB97M-V functional and the def2-TZVPD basis.

XYZ file:
```
39
Properties=species:S:1:pos:R:3
C -2.2223 0.9769 0.1839
N -0.7931 1.0182 -0.3049
C -0.2896 2.3134 -0.6869
C 1.2032 2.0262 -0.6508
C 1.9125 3.0418 -1.5027
N 1.7330 2.0734 0.7518
H -2.2089 1.4925 1.1514
H -2.9564 1.0804 -0.5659
H -2.3174 -0.1416 0.5174
H -0.5619 0.3783 -1.0667
H -0.5776 2.8457 -1.6168
H -0.3665 3.3047 0.0211
H 1.5379 1.0620 -1.1536
H 2.9853 3.1750 -1.1899
H 1.3953 3.9710 -1.4495
H 2.0181 2.7644 -2.5313
H 1.1502 1.5419 1.4090
H 1.9854 3.0299 0.9704
O 0.2801 -0.7941 3.5383
H -0.3002 -0.0281 3.0769
H 0.9861 -0.0714 3.7656
O 0.0225 -1.7428 -1.7448
H 0.1903 -2.5593 -2.2822
H 0.2044 -1.8941 -0.8104
O 0.3638 -2.9778 1.5187
H 1.0167 -2.3788 1.9560
H 0.0493 -3.6342 2.0152
O -2.2676 -0.5553 -3.7242
H -3.0635 -0.0951 -3.5789
H -1.6380 -0.6901 -3.0221
O 2.6241 -1.5309 -0.7741
H 2.9897 -1.0491 0.0161
H 3.3181 -1.8891 -1.3277
O -1.3032 -3.9505 -0.2393
H -0.5403 -3.4526 0.1506
H -2.0019 -3.3477 -0.4721
O -1.0252 1.7042 2.9994
H -0.8950 2.6264 3.4259
H -1.9403 1.6732 2.9644
```

The HOMO-LUMO gap comes out at 0.32140 Eh. Its total charge is 0. As for the structure (SMILES): CNC[C@@H](C)N.O.O.O.O.O.O.O. As for the HOMO energy: -8.7 eV.

Least stable of them? 2.

## 1
A single CH4O2S2 molecule. Source: the OMol25 dataset; level of theory: the ωB97M-V functional and the def2-TZVPD basis.

XYZ file:
```
9
Properties=species:S:1:pos:R:3
C 1.1261 0.4172 -0.2765
O 0.2581 -0.6857 -0.6359
S -1.0449 -0.6504 0.3489
O -2.0611 -1.6030 -0.0372
S -2.0434 1.6874 -0.2431
H 1.6629 0.2483 0.7183
H 0.5176 1.3267 -0.4226
H 1.9700 0.4063 -0.9781
H -0.3852 -1.1469 1.5262
```

The HOMO-LUMO gap (spin up / spin down) comes out at 0.26409 / 0.26222 Eh. Its total charge is 0. As for the structure (SMILES): CO[S@H](=O)=S. As for the HOMO energy (spin up / spin down): -9.2 / -9.2 eV.

## 2
2 unconnected molecules or ions with the total composition CH4O2S2. Source: the OMol25 dataset; level of theory: the ωB97M-V functional and the def2-TZVPD basis.

XYZ file:
```
9
Properties=species:S:1:pos:R:3
O 1.3126 1.0730 0.4960
C 1.0634 0.8988 1.6463
O -0.1464 0.4883 2.0306
H 1.7643 1.0159 2.4800
H -0.3177 0.5241 2.9776
S -1.2318 -1.2504 -3.5188
S -0.5161 -1.8052 -1.6586
H -2.0568 -0.2664 -3.1329
H 0.1285 -0.6783 -1.3201
```

The HOMO-LUMO gap comes out at 0.34005 Eh. Its total charge is 0. As for the structure (SMILES): O=CO.SS. As for the HOMO energy: -8.9 eV.

Least stable of them? 1.

## 1
A molecular structure, C42H51N4O3S5SiV. Source: the OMol25 dataset; level of theory: the ωB97M-V functional and the def2-TZVPD basis.

XYZ file:
```
107
Properties=species:S:1:pos:R:3
V 0.2759 -0.7271 -0.1096
O -4.0396 0.6377 3.2813
C -2.9172 0.6199 4.0604
C -3.0043 0.9093 5.4222
C -1.8739 0.9066 6.2207
C -0.6335 0.6062 5.6684
C -0.5563 0.3169 4.3178
C -1.6823 0.3251 3.4893
C -1.4719 0.0414 2.0304
O -0.2799 -0.3099 1.7272
N -2.4606 0.1698 1.1761
N -1.9499 -0.1709 -0.1158
C -2.8931 -0.1220 -0.9880
S -2.6054 -0.5100 -2.6800
C -4.3419 -0.8890 -3.0063
C -5.1824 0.1391 -2.2721
S -4.5590 0.2614 -0.5705
H -4.7970 0.8092 3.8547
H -3.9773 1.1391 5.8434
H -1.9674 1.1343 7.2747
H 0.2584 0.5858 6.2785
H 0.3875 0.0638 3.8556
H -4.5773 -1.8955 -2.6506
H -4.4929 -0.8512 -4.0857
H -6.2251 -0.1800 -2.2240
H -5.1328 1.1086 -2.7750
C -1.2926 5.0006 2.0509
C -0.8366 5.3241 0.6181
S -0.4885 3.9098 -0.4611
C 1.2987 3.7112 -0.2664
C 1.8145 3.7127 1.1589
S 0.9636 2.5214 2.2239
C 1.3316 3.2687 3.8256
C 0.2151 4.1698 4.3377
S -0.1883 5.6369 3.3525
H -1.3677 3.9211 2.1773
H -2.2776 5.4345 2.2141
H 0.0425 5.9700 0.6239
H -1.6258 5.8832 0.1134
H 1.8204 4.4989 -0.8159
H 1.5346 2.7698 -0.7687
H 1.7002 4.7107 1.5860
H 2.8826 3.4742 1.1333
H 2.2908 3.7913 3.7864
H 1.4484 2.4432 4.5320
H 0.4849 4.5736 5.3186
H -0.6902 3.5740 4.4817
C -0.1189 -2.7284 -0.0839
C -0.3737 -3.9194 -0.0852
C -0.5520 -5.3332 -0.0908
C -1.5637 -5.9283 -0.8507
C -1.7206 -7.3012 -0.8735
C -0.8689 -8.1164 -0.1407
C 0.1404 -7.5377 0.6162
C 0.2975 -6.1648 0.6433
H -2.2222 -5.2909 -1.4256
H -2.5106 -7.7370 -1.4706
H -0.9890 -9.1914 -0.1616
H 0.8156 -8.1604 1.1885
H 1.0916 -5.7119 1.2228
C 4.7216 -2.9075 -3.7902
C 4.0379 -1.7173 -4.4331
N 2.9853 -2.1154 -5.3613
C 3.3709 -2.9805 -6.4586
C 2.9150 -4.4135 -6.2565
C 1.7450 -1.5632 -5.4414
O 1.0086 -1.8092 -6.3836
C 1.2658 -0.6598 -4.3334
C 1.0218 0.6848 -4.6257
C 0.5130 1.4649 -3.5890
C 0.2817 0.9064 -2.3588
N 0.5400 -0.4080 -2.0539
C 1.0120 -1.1666 -3.0814
H 5.4304 -2.5628 -3.0394
H 5.2672 -3.5157 -4.5122
H 4.0046 -3.5417 -3.2821
H 4.7685 -1.0988 -4.9731
H 3.6054 -1.0903 -3.6676
H 4.4592 -2.9241 -6.5517
H 2.9298 -2.5771 -7.3773
H 3.3792 -4.8642 -5.3831
H 3.1662 -5.0145 -7.1279
H 1.8358 -4.4441 -6.1256
H 1.1930 1.0774 -5.6156
H 0.2640 2.5053 -3.7360
H -0.1677 1.4896 -1.5589
H 1.1788 -2.2073 -2.8249
C 3.7988 0.3319 -0.7863
Si 2.8236 -0.8941 0.3416
C 3.4778 -0.4576 2.0820
C 3.6767 -2.5785 -0.0445
C 3.1009 -3.5464 -0.8634
C 3.7314 -4.7505 -1.1452
C 4.9817 -5.0216 -0.6184
C 5.5889 -4.0759 0.1938
C 4.9397 -2.8834 0.4738
H 4.7918 -0.0406 -1.0369
H 3.9347 1.2783 -0.2607
H 3.2792 0.5606 -1.7140
H 4.5644 -0.3520 2.0883
H 3.2109 -1.2169 2.8118
H 3.0412 0.4838 2.4117
H 2.1119 -3.3775 -1.2675
H 3.2330 -5.4820 -1.7693
H 5.4764 -5.9620 -0.8281
H 6.5676 -4.2694 0.6192
H 5.4444 -2.1718 1.1132
```

The HOMO-LUMO gap (spin up / spin down) comes out at 0.19653 / 0.21956 Eh. Its total charge is -1. Its spin multiplicity is 4. As for the HOMO energy (spin up / spin down): -3.3 / -3.9 eV.

## 2
A molecular structure, C42H51N4O3S5SiV. Source: the OMol25 dataset; level of theory: the ωB97M-V functional and the def2-TZVPD basis.

XYZ file:
```
107
Properties=species:S:1:pos:R:3
V -0.8929 0.0088 -0.2686
O -4.8976 1.1587 3.5140
C -3.7580 0.9820 4.2488
C -3.7958 1.1196 5.6346
C -2.6502 0.9588 6.3884
C -1.4416 0.6572 5.7650
C -1.4102 0.5278 4.3887
C -2.5583 0.6864 3.6012
C -2.4161 0.5114 2.1037
O -1.2215 0.3093 1.7241
N -3.4855 0.5506 1.3472
N -3.0878 0.2405 0.0130
C -4.1118 0.1988 -0.7464
S -3.9575 -0.3186 -2.4242
C -5.7291 -0.6352 -2.6285
C -6.4636 0.4385 -1.8481
S -5.7455 0.5200 -0.1845
H -5.6239 1.3197 4.1277
H -4.7421 1.3547 6.1127
H -2.7059 1.0661 7.4643
H -0.5370 0.5173 6.3396
H -0.4945 0.2916 3.8637
H -5.9704 -1.6277 -2.2471
H -5.9614 -0.5902 -3.6911
H -7.5278 0.2240 -1.7590
H -6.3417 1.4040 -2.3446
C -1.9628 5.4633 2.1164
C -1.4489 5.1677 0.7123
S -0.9764 3.4374 0.4713
C 0.7966 3.5445 0.1492
C 1.6945 3.7894 1.3519
S 1.5481 2.5301 2.6389
C 0.9836 3.4999 4.0505
C -0.4697 3.9749 4.0460
S -0.6823 5.6521 3.3739
H -2.6668 4.6903 2.4317
H -2.5153 6.4058 2.1137
H -0.5910 5.8057 0.4921
H -2.2265 5.4140 -0.0157
H 0.9790 4.3246 -0.5992
H 1.0430 2.5830 -0.3137
H 1.4578 4.7580 1.7948
H 2.7313 3.8204 1.0089
H 1.6533 4.3441 4.2399
H 1.1153 2.8151 4.8908
H -0.8489 3.9838 5.0693
H -1.0866 3.2872 3.4679
C 1.2277 0.0812 -0.1671
C 2.4444 0.1784 -0.1317
C 3.8636 0.2128 -0.0359
C 4.6284 0.8988 -0.9876
C 6.0095 0.9152 -0.9088
C 6.6570 0.2446 0.1192
C 5.9075 -0.4379 1.0671
C 4.5270 -0.4540 0.9941
H 4.1167 1.4201 -1.7858
H 6.5812 1.4535 -1.6543
H 7.7373 0.2537 0.1827
H 6.4023 -0.9629 1.8732
H 3.9425 -0.9864 1.7299
C 3.0757 -2.3059 -2.5585
C 2.9018 -1.1810 -3.5622
N 2.1817 -1.6013 -4.7641
C 2.8531 -2.5731 -5.6177
C 2.1973 -3.9425 -5.5601
C 1.0786 -1.0047 -5.2808
O 0.7043 -1.2162 -6.4281
C 0.2904 -0.0756 -4.4013
C -0.1256 1.1461 -4.9040
C -0.8622 1.9498 -4.0539
C -1.1590 1.5186 -2.7789
N -0.7724 0.3252 -2.2916
C -0.0743 -0.4566 -3.1244
H 3.5868 -1.9357 -1.6722
H 3.6598 -3.1311 -2.9667
H 2.1101 -2.6989 -2.2467
H 3.8802 -0.7981 -3.8788
H 2.3752 -0.3485 -3.0954
H 3.8943 -2.6237 -5.2905
H 2.8412 -2.1981 -6.6454
H 2.1706 -4.3269 -4.5418
H 2.7428 -4.6531 -6.1810
H 1.1746 -3.8852 -5.9288
H 0.1203 1.4332 -5.9139
H -1.2144 2.9239 -4.3674
H -1.7244 2.1395 -2.0933
H 0.2090 -1.4087 -2.6998
C -2.8127 -2.9867 0.7743
Si -1.1357 -2.5024 0.0029
C -1.0125 -3.6301 -1.5453
C 0.1477 -3.2920 1.1850
C 1.5115 -3.2339 0.8835
C 2.4769 -3.7709 1.7162
C 2.1082 -4.3762 2.9091
C 0.7665 -4.4337 3.2455
C -0.1901 -3.9025 2.3919
H -2.8801 -4.0680 0.9272
H -3.6209 -2.6952 0.1003
H -3.0109 -2.4944 1.7254
H -1.4487 -4.6144 -1.3640
H 0.0248 -3.7902 -1.8404
H -1.5273 -3.1901 -2.4017
H 1.8310 -2.7231 -0.0163
H 3.5226 -3.7008 1.4405
H 2.8593 -4.7890 3.5708
H 0.4594 -4.8949 4.1769
H -1.2291 -3.9654 2.6850
```

The HOMO-LUMO gap (spin up / spin down) comes out at 0.20414 / 0.20889 Eh. Its total charge is -1. Its spin multiplicity is 4. As for the HOMO energy (spin up / spin down): -3.5 / -3.6 eV.

Least stable of them? 1.

## 1
2 unconnected molecules or ions with the total composition CH6NO2. Source: the OMol25 dataset; level of theory: the ωB97M-V functional and the def2-TZVPD basis.

XYZ file:
```
10
Properties=species:S:1:pos:R:3
N 0.1207 2.2881 0.2691
H 0.6802 2.9733 -0.1823
H -0.2413 1.8866 -0.4992
H -0.5516 2.7817 0.9319
H 0.5513 1.5209 0.8691
O 0.7082 -0.9843 0.1568
C 0.2021 -1.9681 -0.3534
O -0.5744 -2.8466 0.3895
H 0.2291 -2.1826 -1.4585
H -1.1243 -3.4690 -0.1230
```

The HOMO-LUMO gap comes out at 0.38463 Eh. Its total charge is +1. As for the HOMO energy: -14.7 eV.

## 2
2 unconnected molecules or ions with the total composition CH6NO2. Source: the OMol25 dataset; level of theory: the ωB97M-V functional and the def2-TZVPD basis.

XYZ file:
```
10
Properties=species:S:1:pos:R:3
C 1.7879 0.3497 0.1126
N 1.0278 -0.6156 0.1571
O -2.3598 -0.2078 0.1355
O -1.2085 0.4626 -0.4215
H 2.7860 0.2425 0.4990
H 1.3079 1.3087 0.0310
H 1.5187 -1.4652 0.2603
H -3.1578 -0.2120 -0.4538
H -0.0983 -0.4073 -0.0557
H -2.3957 0.3415 0.9626
```

The HOMO-LUMO gap comes out at 0.40424 Eh. Its total charge is +1. As for the HOMO energy: -15.2 eV.

Least stable of them? 2.

## 1
A molecular structure, CH6OSi2. Source: the OMol25 dataset; level of theory: the ωB97M-V functional and the def2-TZVPD basis.

XYZ file:
```
10
Properties=species:S:1:pos:R:3
C 1.9254 0.0546 -0.1751
O 2.3286 -1.0500 -0.1998
Si -1.6262 -0.7537 0.2173
Si 0.1700 0.6706 -0.0817
H 2.8147 1.1348 0.0539
H -1.3553 -1.8591 1.1440
H -2.6289 0.1450 0.4219
H -1.7853 -1.6407 -0.9795
H -0.1791 1.5674 -1.2030
H 0.3360 1.7311 0.8021
```

The HOMO-LUMO gap comes out at 0.35437 Eh. Its total charge is 0. As for the HOMO energy: -9.2 eV.

## 2
A molecular structure, CH6OSi2. Source: the OMol25 dataset; level of theory: the ωB97M-V functional and the def2-TZVPD basis.

XYZ file:
```
10
Properties=species:S:1:pos:R:3
C -0.2169 -0.5819 0.4458
O -0.9148 1.0742 0.7221
Si 1.4567 0.1286 -0.1670
Si -1.8844 0.1141 -0.1048
H -0.1656 -0.9117 1.4000
H 2.2538 -0.9535 -0.5817
H 0.7697 0.9008 -1.2063
H 2.1740 0.5891 1.0044
H -2.0052 0.1098 -1.4932
H -3.1178 -0.5465 0.7197
```

The HOMO-LUMO gap comes out at 0.38920 Eh. Its total charge is 0. As for the HOMO energy: -10.2 eV.

Least stable of them? 1.